The following is a quantum chemistry calculation of a structure of composition C42H24N10RuS, from the OMol25 dataset.

```
78
Properties=species:S:1:pos:R:3:mulliken_charge:R:1
Ru 0.059 0.429 1.256 0.22
C 1.189 -2.549 6.863 -0.61
C 2.323 -1.755 6.866 -0.65
C 2.730 -1.062 5.716 -0.21
C 1.939 -1.181 4.602 0.14
C 1.986 -0.519 3.285 0.14
N 2.990 0.211 2.825 -0.53
C 2.924 1.020 1.786 -0.42
C 4.063 1.713 1.157 0.61
C 5.418 1.631 1.371 -0.31
C 6.236 2.478 0.613 -0.67
C 5.693 3.369 -0.299 -0.69
C 4.309 3.452 -0.502 -0.16
C 3.515 2.601 0.226 0.30
C 2.051 2.419 0.286 0.07
N 1.162 3.144 -0.372 -0.61
C -0.145 2.932 -0.350 -0.08
N -0.777 1.812 0.091 0.23
C -2.128 1.952 -0.061 0.06
N -3.039 1.021 0.156 -0.53
C -2.819 -0.127 0.782 -0.55
N -1.731 -0.428 1.523 -0.01
C -1.851 -1.690 2.037 0.08
N -1.056 -2.213 2.944 -0.56
C 0.102 -1.700 3.324 0.14
N 0.856 -0.830 2.596 0.14
C 0.772 -1.954 4.609 0.13
C 0.390 -2.669 5.717 -0.22
C -3.096 -2.290 1.523 0.40
C -3.640 -3.543 1.661 -0.26
C -4.871 -3.778 1.035 -0.69
C -5.511 -2.781 0.316 -0.65
C -4.938 -1.511 0.163 -0.20
C -3.725 -1.293 0.769 0.62
C -2.402 3.290 -0.614 0.22
C -3.576 3.945 -0.890 -0.14
C -3.476 5.242 -1.413 -0.71
C -2.243 5.827 -1.647 -0.68
C -1.049 5.149 -1.361 -0.12
C -1.158 3.889 -0.828 0.17
N 1.774 1.450 1.189 0.05
H 0.904 -3.067 7.768 0.42
H 2.898 -1.655 7.777 0.43
H 3.618 -0.444 5.712 0.55
H 5.828 0.947 2.102 0.56
H 7.308 2.444 0.749 0.44
H 6.351 4.020 -0.858 0.44
H 3.882 4.166 -1.194 0.58
H -0.496 -3.289 5.709 0.54
H -3.130 -4.315 2.223 0.56
H -5.332 -4.753 1.115 0.43
H -6.471 -2.985 -0.139 0.43
H -5.434 -0.735 -0.405 0.57
H -4.536 3.485 -0.700 0.56
H -4.378 5.801 -1.625 0.44
H -2.201 6.832 -2.046 0.43
H -0.085 5.604 -1.543 0.57
S 1.796 -1.918 -4.550 -0.21
C 1.221 -1.461 -2.971 1.40
C 2.188 -1.243 -1.982 -1.34
C 1.795 -0.908 -0.712 -0.39
N 0.505 -0.760 -0.355 0.71
C -0.421 -0.958 -1.308 -0.76
C -0.116 -1.316 -2.602 -0.98
C 0.297 -2.182 -5.468 0.22
C -0.478 -1.117 -5.904 -0.14
C -1.593 -1.402 -6.677 -0.34
N -1.944 -2.639 -7.026 -0.54
C -1.186 -3.648 -6.609 -0.39
C -0.050 -3.474 -5.824 -0.09
H 3.240 -1.357 -2.209 0.49
H 2.528 -0.788 0.072 0.49
H -1.453 -0.846 -1.017 0.34
H -0.918 -1.484 -3.306 0.52
H -0.214 -0.094 -5.668 0.45
H -2.226 -0.603 -7.046 0.38
H -1.492 -4.640 -6.919 0.37
H 0.546 -4.320 -5.510 0.42
```

The calculation puts the lowest unoccupied orbital energy at -8.251 eV. As for the charge: +2.

The following is a quantum chemistry calculation of a structure of composition C42H25ClF4N11O6Zr in a non-equilibrium geometry, from the OMol25 dataset.

```
90
Properties=species:S:1:pos:R:3:mulliken_charge:R:1
Zr -0.344 0.306 -1.225 -1.47
C -3.664 -0.232 -0.854 -1.33
N -2.570 0.360 -0.045 0.11
C -2.496 -0.135 1.338 -1.43
C -1.090 -0.317 1.801 -0.59
N -0.021 -0.036 1.098 2.09
C 1.073 -0.468 1.879 -0.24
C 2.448 -0.482 1.636 -0.51
C 3.269 -0.986 2.624 -0.97
C 2.755 -1.477 3.834 -0.66
C 1.398 -1.486 4.083 -1.21
C 0.583 -0.979 3.078 0.64
N -0.799 -0.862 2.994 0.11
C -3.096 -0.981 -2.014 0.25
N -1.925 -0.694 -2.506 0.87
C -1.706 -1.589 -3.566 0.25
C -0.620 -1.737 -4.426 -0.12
C -0.703 -2.737 -5.372 -1.01
C -1.833 -3.566 -5.473 -0.58
C -2.915 -3.420 -4.629 -1.18
C -2.818 -2.416 -3.673 0.71
N -3.688 -1.994 -2.670 -0.07
H -4.283 0.578 -1.239 0.45
H -4.298 -0.880 -0.249 0.48
H -2.736 1.365 -0.029 0.39
H -2.989 -1.106 1.407 0.50
H -3.017 0.543 2.019 0.59
H 2.864 -0.120 0.707 0.42
H 4.338 -1.004 2.459 0.50
H 3.437 -1.863 4.581 0.46
H 0.993 -1.870 5.010 0.49
H -1.465 -1.203 3.667 0.26
H 0.235 -1.080 -4.357 0.39
H 0.118 -2.887 -6.059 0.47
H -1.859 -4.333 -6.236 0.41
H -3.787 -4.055 -4.710 0.45
H -4.596 -2.380 -2.473 0.26
O 0.637 0.922 -2.856 0.27
C 1.918 1.239 -3.060 -0.29
C 2.269 2.425 -3.695 -0.59
C 3.599 2.701 -3.946 -0.63
C 4.606 1.799 -3.589 -0.76
C 4.260 0.624 -2.963 -0.99
C 2.918 0.342 -2.670 1.40
C 2.562 -0.900 -2.032 -0.84
N 1.405 -1.153 -1.525 1.77
N 1.257 -2.482 -1.102 -1.21
C 0.058 -2.672 -0.661 0.05
O -0.832 -1.728 -0.567 1.65
C -0.340 -4.051 -0.278 0.19
C -1.679 -4.334 -0.032 0.04
C -2.074 -5.622 0.303 -1.18
C -1.125 -6.632 0.400 -0.46
C 0.214 -6.350 0.161 -0.81
C 0.608 -5.066 -0.179 -0.63
H 1.479 3.109 -3.979 0.54
H 3.865 3.631 -4.434 0.45
H 5.641 2.022 -3.807 0.43
H 5.022 -0.092 -2.676 0.46
H 3.295 -1.703 -1.996 0.44
H -2.408 -3.537 -0.116 0.35
H -3.118 -5.841 0.487 0.43
H -1.429 -7.638 0.657 0.42
H 0.953 -7.137 0.237 0.43
H 1.646 -4.835 -0.372 0.47
F -0.460 3.149 1.345 0.17
C 0.002 3.703 2.480 -0.30
C -0.856 4.296 3.314 0.46
F -2.146 4.288 3.009 -0.29
C -0.433 4.923 4.566 0.00
C 0.998 4.799 4.847 0.25
C 1.855 4.210 4.007 -0.10
F 3.137 4.167 4.335 -0.29
C 1.432 3.619 2.739 1.12
C 2.281 3.033 1.874 0.56
C 1.855 2.390 0.656 -0.05
N 1.551 1.805 -0.277 -0.21
C 3.705 2.890 2.081 -0.63
N 4.827 2.686 2.208 -0.50
F 1.461 5.312 5.973 -0.29
C -1.290 5.564 5.387 1.19
C -2.694 5.730 5.090 -0.18
N -3.812 5.908 4.903 -0.46
C -0.904 6.145 6.652 -0.17
N -0.681 6.609 7.677 -0.41
O -1.851 1.846 -3.294 -0.57
Cl -1.878 2.819 -2.248 2.10
O -1.538 4.122 -2.681 -0.63
O -3.138 2.790 -1.542 -0.74
O -0.827 2.377 -1.217 -0.60
```

The value obtained for the energy relative to the best compared isomer or geometry (same formula, charge and spin) is 17.48 kJ/mol. The calculation puts the lowest unoccupied orbital energy at -5.598 eV. As for the charge: +1.

The following is a quantum chemistry calculation of a structure of composition C42H29Br3N6NiO2P2Se2, from the OMol25 dataset.

```
87
Properties=species:S:1:pos:R:3:lowdin_spin:R:1
Ni 1.421 2.436 -0.846 1.70
Br 5.010 2.877 4.720 0.00
C 4.148 2.899 3.036 0.00
C 4.809 2.466 1.900 0.00
C 4.133 2.536 0.694 0.00
N 2.890 2.977 0.573 0.04
C 2.259 3.398 1.677 0.00
C 2.857 3.385 2.930 0.00
C 0.881 3.883 1.501 0.00
C 0.391 4.963 2.226 0.00
C -0.900 5.391 1.970 0.00
Br -1.599 6.874 2.920 0.00
C -1.669 4.742 1.014 0.00
C -1.093 3.673 0.350 0.00
N 0.141 3.253 0.582 0.04
H 5.810 2.073 1.947 0.00
H 4.630 2.217 -0.213 0.00
H 2.319 3.711 3.806 0.00
H 1.012 5.476 2.943 0.00
H -2.673 5.065 0.786 0.00
H -1.646 3.131 -0.407 0.00
Se -0.570 -1.552 4.624 0.00
P -0.978 -1.752 2.576 0.00
C -0.391 -3.336 1.877 0.00
C -1.167 -4.240 1.164 0.00
C -0.585 -5.391 0.660 0.00
C 0.754 -5.656 0.886 0.00
C 1.523 -4.764 1.617 0.00
C 0.954 -3.604 2.105 0.00
C -2.772 -1.664 2.297 0.00
C -3.527 -2.723 2.794 0.00
C -4.906 -2.680 2.729 0.00
C -5.540 -1.566 2.200 0.00
C -4.789 -0.488 1.762 0.00
C -3.407 -0.531 1.810 0.00
C -0.067 -0.556 1.602 0.00
C 0.054 -0.057 0.300 0.00
N 1.156 0.737 0.318 0.04
N 1.664 0.711 1.524 0.00
N 0.959 -0.042 2.300 0.00
P -0.607 -0.329 -1.335 0.01
Se -0.099 1.346 -2.570 0.05
C -2.398 -0.649 -1.331 0.00
C -3.273 0.343 -1.749 0.00
C -4.634 0.097 -1.780 0.00
C -5.121 -1.139 -1.384 0.00
C -4.245 -2.135 -0.983 0.00
C -2.884 -1.897 -0.959 0.00
C 0.121 -1.927 -1.817 0.00
C 1.259 -2.392 -1.172 0.00
C 1.788 -3.623 -1.508 0.00
C 1.150 -4.412 -2.450 0.00
C 0.035 -3.932 -3.120 0.00
C -0.466 -2.677 -2.831 0.00
H -2.222 -4.058 1.015 0.00
H -1.188 -6.086 0.096 0.00
H 1.194 -6.567 0.508 0.00
H 2.563 -4.973 1.810 0.00
H 1.535 -2.894 2.682 0.00
H -3.023 -3.567 3.244 0.00
H -5.487 -3.508 3.104 0.00
H -6.618 -1.535 2.145 0.00
H -5.285 0.392 1.384 0.00
H -2.820 0.312 1.468 0.00
H -2.873 1.295 -2.075 0.00
H -5.310 0.863 -2.129 0.00
H -6.183 -1.331 -1.398 0.00
H -4.621 -3.105 -0.693 0.00
H -2.191 -2.673 -0.669 0.00
H 1.736 -1.800 -0.406 0.00
H 2.692 -3.959 -1.027 0.00
H 1.527 -5.401 -2.664 0.00
H -0.441 -4.536 -3.879 0.00
H -1.316 -2.281 -3.372 0.00
Br 3.783 -0.110 -1.934 0.00
C 3.786 1.573 -2.819 0.00
C 4.674 1.772 -3.863 0.00
C 4.681 3.010 -4.486 0.00
C 3.796 3.976 -4.042 0.00
C 2.950 3.676 -2.985 0.00
N 2.946 2.491 -2.371 0.03
C 1.959 4.744 -2.459 0.00
O 2.039 5.869 -2.919 0.00
O 1.153 4.313 -1.596 0.05
H 5.343 0.983 -4.166 0.00
H 5.373 3.202 -5.294 0.00
H 3.725 4.963 -4.471 0.00
```

The value obtained for the energy relative to the best compared isomer or geometry (same formula, charge and spin) is 31.17 kJ/mol. The calculation puts the lowest unoccupied orbital energy (alpha / beta) at -0.397 / -0.416 eV. As for the charge: 0. Its multiplicity is 3.

The following is a quantum chemistry calculation of a structure of composition C42H29Cl6HgN2O5P2S2, from the OMol25 dataset.

```
89
Properties=species:S:1:pos:R:3:lowdin_spin:R:1
Hg 0.252 0.175 -0.768 0.36
O -3.443 5.348 0.836 0.00
C -2.550 5.290 1.786 0.00
O -2.388 6.184 2.595 0.00
C -1.718 4.044 1.852 0.00
C -0.751 3.797 2.803 0.00
Cl -0.190 4.800 4.065 0.00
N -0.211 2.578 2.553 0.00
N -0.790 2.015 1.473 0.01
C -1.686 2.870 1.035 0.00
C -2.551 2.448 -0.146 0.00
O -3.489 3.242 -0.447 0.00
O -2.305 1.365 -0.698 0.07
C 0.761 1.809 3.266 0.00
C 0.791 1.773 4.654 0.00
C 1.693 0.932 5.292 0.00
C 2.546 0.121 4.553 0.00
C 2.514 0.171 3.165 0.00
C 1.626 1.018 2.524 0.01
H -3.477 4.452 0.275 0.00
H 0.107 2.374 5.234 0.00
H 1.706 0.895 6.375 0.00
H 3.229 -0.552 5.058 0.00
H 3.160 -0.454 2.561 0.00
H 1.602 1.058 1.444 0.01
Cl 4.514 -6.788 -1.690 0.00
C 3.863 -5.270 -1.156 0.00
C 2.885 -4.608 -1.899 0.00
Cl 2.310 -5.331 -3.368 0.00
C 2.368 -3.393 -1.482 0.00
Cl 1.122 -2.629 -2.401 0.04
C 2.782 -2.731 -0.276 0.00
O 2.336 -1.623 0.110 0.06
C 3.768 -3.474 0.462 0.00
Cl 4.273 -2.794 1.975 0.00
C 4.290 -4.683 0.037 0.00
Cl 5.484 -5.501 0.994 0.00
S 2.582 3.854 -4.891 0.04
P 1.824 2.218 -4.099 0.02
S 1.557 2.284 -2.107 0.22
C 2.836 0.750 -4.525 0.00
C 3.102 -0.246 -3.594 0.00
C 3.796 -1.391 -3.975 0.00
C 4.233 -1.533 -5.282 0.00
C 3.982 -0.530 -6.215 0.00
C 3.283 0.609 -5.839 0.00
C 0.228 1.771 -4.882 0.00
C -0.289 0.487 -4.724 0.00
C -1.516 0.156 -5.281 0.00
C -2.234 1.107 -5.995 0.00
C -1.723 2.387 -6.153 0.00
C -0.491 2.720 -5.597 0.00
H 2.760 -0.125 -2.573 0.00
H 3.978 -2.176 -3.250 0.00
H 4.767 -2.429 -5.581 0.00
H 4.322 -0.642 -7.238 0.00
H 3.082 1.399 -6.552 0.00
H 0.266 -0.253 -4.157 0.00
H -1.917 -0.842 -5.149 0.00
H -3.197 0.851 -6.422 0.00
H -2.286 3.133 -6.701 0.00
H -0.074 3.713 -5.710 0.00
C -2.855 -1.127 1.279 0.00
P -1.119 -1.228 1.889 0.08
C -1.533 -1.581 3.665 0.01
C -1.519 -2.819 4.305 0.00
C -1.867 -2.930 5.647 0.00
C -2.221 -1.806 6.380 0.00
C -2.250 -0.567 5.754 0.00
C -1.916 -0.462 4.412 0.00
C -0.605 -2.899 1.326 0.01
C 0.494 -3.500 1.950 0.00
C 0.956 -4.740 1.540 0.00
C 0.344 -5.393 0.474 0.00
C -0.714 -4.786 -0.183 0.00
C -1.183 -3.543 0.237 0.00
H -3.370 -2.084 1.383 0.00
H -2.866 -0.777 0.246 0.00
H -3.367 -0.371 1.875 0.00
H -1.239 -3.709 3.758 0.00
H -1.871 -3.907 6.118 0.00
H -2.481 -1.896 7.429 0.00
H -2.534 0.318 6.312 0.00
H -1.956 0.509 3.924 0.00
H 0.998 -2.978 2.758 0.00
H 1.804 -5.192 2.041 0.00
H 0.708 -6.360 0.146 0.00
H -1.173 -5.276 -1.034 0.00
H -2.000 -3.074 -0.300 0.00
```

The calculation puts the lowest unoccupied orbital energy (alpha / beta) at 3.658 / 2.812 eV. As for the charge: -2. Its multiplicity is 2.

The following is a quantum chemistry calculation of a structure of composition C42H29N11O2Pt in a non-equilibrium geometry, from the OMol25 dataset.

```
85
Properties=species:S:1:pos:R:3:mulliken_charge:R:1
Pt -0.218 -0.057 -0.178 1.12
C -3.617 -1.675 -2.761 -1.12
C -4.360 -0.860 -1.912 -0.91
C -3.925 0.422 -1.586 -0.66
C -2.742 0.850 -2.155 0.97
C -1.958 2.107 -2.054 -0.68
N -2.172 3.052 -1.086 -0.38
C -1.791 2.809 0.089 -0.42
C -2.096 3.710 1.209 0.03
C -2.570 5.004 1.227 -0.40
C -2.847 5.548 2.479 -0.63
C -2.680 4.807 3.650 -0.69
C -2.223 3.497 3.613 -0.25
C -1.926 2.978 2.364 0.55
C -1.424 1.664 1.979 0.49
N -1.283 0.763 2.970 -0.63
C -0.647 -0.350 2.820 0.34
N -0.085 -0.789 1.671 -0.22
C 0.769 -1.837 1.964 0.16
N 1.628 -2.264 1.104 -0.36
C 1.572 -1.908 -0.164 1.19
N 0.368 -2.132 -0.849 0.74
C 1.169 -0.272 -2.742 1.40
N 1.134 -0.218 -4.149 -0.66
C -0.708 0.812 -3.216 2.63
N -0.965 2.190 -2.858 -0.98
C -1.996 0.035 -2.995 -0.21
C -2.406 -1.244 -3.306 -0.09
C 2.489 -0.532 -2.073 0.34
C 3.579 0.102 -2.628 -0.87
C 4.841 -0.013 -2.044 -0.82
C 5.025 -0.757 -0.893 -0.95
C 3.940 -1.388 -0.307 -0.73
C 2.676 -1.298 -0.891 0.06
C 0.605 -2.207 3.370 0.05
C 1.184 -3.192 4.140 -0.32
C 0.813 -3.243 5.484 -0.71
C -0.086 -2.326 6.019 -0.66
C -0.650 -1.316 5.235 -0.22
C -0.296 -1.286 3.908 -0.08
N -1.212 1.578 0.649 -0.13
H -3.994 -2.657 -3.015 0.49
H -5.299 -1.223 -1.515 0.44
H -4.504 1.062 -0.932 0.58
H -2.715 5.567 0.315 0.57
H -3.207 6.565 2.547 0.43
H -2.915 5.264 4.602 0.43
H -2.102 2.907 4.510 0.57
H -1.834 -1.886 -3.963 0.52
H 3.447 0.689 -3.527 0.58
H 5.683 0.487 -2.505 0.45
H 6.007 -0.848 -0.450 0.49
H 4.062 -1.977 0.592 0.57
H 1.900 -3.890 3.727 0.57
H 1.237 -4.003 6.126 0.44
H -0.345 -2.393 7.066 0.43
H -1.335 -0.591 5.652 0.57
C -0.664 -0.416 -6.658 -1.15
C -0.330 0.828 -5.825 -0.58
C 0.087 0.476 -4.444 -0.04
N 0.231 0.402 -2.150 -0.58
H -0.896 -0.123 -7.680 0.42
H -1.532 -0.938 -6.256 0.27
H 0.181 -1.103 -6.677 0.32
H -1.179 1.510 -5.779 0.33
H 0.497 1.369 -6.289 0.39
O 1.478 -4.775 -5.361 -0.51
C 1.545 -5.942 -4.570 -0.60
N 2.607 -5.924 -3.593 -0.09
C 2.552 -5.411 -2.339 0.10
O 3.432 -5.545 -1.518 -0.60
C 1.327 -4.614 -1.922 0.19
C 0.668 -5.010 -0.818 -0.61
C -0.503 -4.330 -0.306 -1.05
C -0.676 -3.013 -0.334 -0.70
N 0.529 -2.310 -2.256 -0.54
C 0.966 -3.432 -2.692 -0.78
H 2.164 -4.795 -6.037 0.31
H 1.673 -6.831 -5.187 0.49
H 0.584 -6.017 -4.060 0.36
H 3.472 -6.402 -3.801 0.30
H 0.973 -5.934 -0.340 0.62
H -1.291 -4.926 0.139 0.59
H -1.567 -2.509 0.007 0.58
H 1.163 -3.430 -3.764 1.13
```

The value obtained for the energy relative to the best compared isomer or geometry (same formula, charge and spin) is 519.98 kJ/mol. The calculation puts the lowest unoccupied orbital energy at -7.193 eV. As for the charge: +2.